--- i ---
# H27O14

A structure of composition H27O14 (the ωB97M-V functional and the def2-TZVPD basis, the OMol25 dataset).

The geometry in XYZ format:
```
41
Properties=species:S:1:pos:R:3:mulliken_charge:R:1
O -4.31 1.75 2.28 -0.653
H -3.79 2.33 1.71 0.335
O -1.79 -1.31 0.13 -0.744
H -2.61 -1.45 -0.36 0.263
H -2.19 -0.88 1.15 0.371
O 0.72 -1.06 -3.30 -0.606
H -1.42 -0.45 2.77 0.160
H 3.91 1.15 -2.29 0.254
O 3.45 0.33 -2.24 -0.601
H 1.12 2.33 -3.38 0.362
H 2.52 0.10 -2.30 0.382
O 0.22 4.23 -2.48 -0.621
H 0.30 1.59 0.10 0.316
H -0.61 4.23 -2.01 0.295
O -1.53 0.18 4.66 -0.660
H -1.44 1.09 4.98 0.284
H -2.42 0.32 4.29 0.344
O 3.31 -4.00 -0.09 -0.629
H 2.37 -4.23 0.01 0.318
H 3.22 -3.05 -0.28 0.319
O -2.22 -0.29 2.27 -0.749
H 0.25 -0.47 -2.71 0.308
H 0.88 3.78 -1.94 0.366
O 1.54 2.06 -2.55 -0.650
H 0.87 1.49 -2.15 0.220
H 0.35 -1.95 -3.30 0.314
O 4.16 -2.20 -2.06 -0.590
H 4.83 -1.59 -1.75 0.293
H 3.91 -1.92 -2.95 0.278
O -2.56 4.18 1.21 -0.660
H -2.91 4.38 0.32 0.319
H -1.93 3.46 1.01 0.328
O -0.65 1.68 0.09 -0.715
H -0.98 1.02 0.73 0.351
H -4.08 0.89 1.90 0.299
O 0.57 -2.50 3.14 -0.660
H 0.23 -2.81 2.29 0.320
H -0.02 -1.75 3.27 0.311
O -0.79 -3.24 -0.90 -0.802
H 0.11 -2.93 -0.70 0.183
H -1.29 -2.53 -0.10 0.446
```

Properties
total charge = -1
HOMO level = -5.960 eV

---

--- ii ---
# H27O14

A structure of composition H27O14 (the ωB97M-V functional and the def2-TZVPD basis, the OMol25 dataset).

The geometry in XYZ format:
```
41
Properties=species:S:1:pos:R:3:mulliken_charge:R:1
O 3.92 -2.63 1.50 -0.663
H -0.13 1.51 -1.51 0.205
O -4.17 0.08 -2.96 -0.657
H -2.25 2.98 0.04 0.302
H -1.03 -0.87 -3.47 0.207
O -1.79 -2.19 -0.83 -0.694
H -0.78 -0.10 -1.86 0.406
H -0.18 -1.72 4.40 0.272
O 0.21 -1.88 3.55 -0.590
H -2.66 0.53 1.14 0.278
H -0.28 -1.45 2.85 0.309
O -2.21 -0.23 1.53 -0.629
H 3.63 -2.27 0.66 0.313
H -3.25 -0.02 -3.23 0.388
O -1.50 2.75 0.57 -0.607
H 0.82 1.71 1.30 0.219
H -3.33 -3.93 0.87 0.311
O 1.52 1.51 0.68 -0.525
H 3.10 -1.10 3.02 0.278
H -1.38 1.80 0.66 0.211
O -1.54 -0.54 -2.72 -0.865
H -1.72 -1.78 -1.75 0.359
H 3.80 1.07 -0.23 0.285
O 2.31 -0.63 2.75 -0.540
H 2.43 -0.39 1.83 0.297
H -2.38 -1.62 -0.35 0.284
O 0.64 4.13 0.05 -0.673
H 0.73 3.58 -0.73 0.305
H -0.05 3.76 0.61 0.361
O -3.21 -3.27 1.54 -0.624
H 1.07 0.80 0.15 0.320
H 3.34 -3.32 1.80 0.335
O 0.00 0.61 -1.29 -0.772
H 1.51 0.02 -2.80 0.315
H -2.43 -2.76 1.41 0.319
O 4.17 1.65 -0.88 -0.627
H -1.37 -0.15 1.05 0.314
H 4.07 2.53 -0.52 0.324
O 1.84 0.68 -3.40 -0.645
H -4.30 -0.41 -2.15 0.275
H 2.41 1.30 -2.95 0.320
```

Properties
total charge = -1
HOMO level = -6.406 eV

---

What is the stability order? It is ii, i, from most stable to least stable.

---

--- i ---
# C9H16N2O4

An isolated molecule of C9H16N2O4 (the ωB97M-V functional and the def2-TZVPD basis, the OMol25 dataset).

The geometry in XYZ format:
```
31
Properties=species:S:1:pos:R:3:mulliken_charge:R:1
C 1.62 2.83 -2.67 -1.409
C 1.60 1.54 -1.77 0.356
O 2.95 1.22 -1.23 -0.645
C 0.67 1.63 -0.63 0.153
N 1.14 1.90 0.66 -0.411
C -0.29 0.49 -0.57 0.019
O -1.51 0.64 -0.71 -0.715
N 0.01 -0.57 0.18 0.150
C 1.29 -1.08 0.69 -0.412
C 0.83 -2.50 1.04 -0.745
C -0.57 -2.83 0.51 -0.517
C -1.17 -1.43 0.19 0.245
C -2.26 -1.01 1.20 0.085
O -3.43 -1.25 1.02 -0.589
O -1.90 -0.26 2.26 -0.455
H 2.68 2.83 -2.96 0.414
H 1.43 3.85 -2.15 0.271
H 0.88 2.68 -3.43 0.362
H 1.41 0.68 -2.43 0.374
H 3.54 0.77 -1.86 0.325
H -0.01 2.54 -0.98 0.194
H 0.64 2.58 1.14 0.213
H 2.13 2.07 0.70 0.220
H 2.04 -0.90 -0.19 0.187
H 1.59 -0.46 1.48 0.286
H 1.54 -3.13 0.57 0.330
H 1.03 -2.72 2.11 0.366
H -0.69 -3.59 -0.24 0.430
H -1.08 -3.16 1.53 0.131
H -1.67 -1.51 -0.75 0.424
H -2.52 -0.44 2.95 0.364
```

Properties
HOMO level = -8.951 eV
structure (SMILES) = C[C@@H](O)[C@H](N)C(=O)N1CCC[C@H]1C(=O)O

---

--- ii ---
# C9H16N2O4

An isolated molecule of C9H16N2O4 (the ωB97M-V functional and the def2-TZVPD basis, the OMol25 dataset).

The geometry in XYZ format:
```
31
Properties=species:S:1:pos:R:3:mulliken_charge:R:1
C 2.78 1.16 1.83 -1.190
C 1.49 1.92 1.54 0.181
O 1.46 3.23 1.31 -0.600
C 0.63 1.45 0.15 -0.316
N 0.24 0.09 0.21 0.078
C -1.02 -0.25 0.64 -0.151
O -1.80 0.35 1.35 -0.668
C -1.53 -1.61 0.31 0.641
C -0.62 -2.37 -0.70 -1.286
C -1.34 -2.08 -1.94 -0.133
C -2.81 -2.23 -1.52 -0.638
N -2.80 -1.40 -0.27 -0.382
C 1.59 1.63 -1.02 0.617
O 1.75 0.69 -1.79 -0.593
O 1.86 2.95 -1.31 -0.515
H 3.15 1.45 2.87 0.372
H 2.53 0.09 1.50 0.291
H 3.53 1.42 1.02 0.284
H 0.68 1.72 2.48 0.345
H 1.75 3.79 2.10 0.344
H -0.07 2.34 0.34 0.271
H 0.69 -0.30 -0.61 0.389
H -1.53 -2.25 1.30 0.155
H -0.57 -3.38 -0.30 0.425
H 0.39 -2.03 -0.79 0.323
H -1.16 -1.01 -2.12 0.192
H -1.09 -2.53 -3.04 0.303
H -3.48 -2.05 -2.32 0.450
H -2.96 -3.27 -1.07 0.240
H -3.44 -1.01 0.35 0.173
H 1.71 3.47 -0.50 0.399
```

Properties
HOMO level = -8.078 eV
structure (SMILES) = C[C@@H](O)[C@H](NC(=O)[C@@H]1CCCN1)C(=O)O

---

What is the stability order? It is i, ii, from most stable to least stable.

---

--- i ---
# C5H11O3

A cluster of 2 separate species, C5H11O3 in total (the ωB97M-V functional and the def2-TZVPD basis, the OMol25 dataset).

The geometry in XYZ format:
```
19
Properties=species:S:1:pos:R:3:mulliken_charge:R:1
C 1.16 -0.71 -1.59 -0.251
O 0.66 0.48 -2.16 -0.564
C 0.07 -1.71 -1.13 -0.955
C -0.39 -1.53 0.30 -0.242
C -0.93 -0.17 0.68 -0.564
C -0.70 0.41 1.89 -0.448
O -0.98 1.60 2.27 -0.818
H 1.84 -1.22 -2.27 0.290
H 1.77 -0.47 -0.69 0.209
H 0.41 -2.74 -1.26 0.349
H -0.81 -1.53 -1.76 0.321
H -1.07 -2.34 0.59 0.302
H 0.49 -1.68 0.95 0.316
H -1.30 0.55 -0.06 0.473
H -0.11 0.72 -1.61 0.316
H -0.19 -0.25 2.61 0.261
H -0.38 3.07 1.57 0.431
H 0.56 3.61 0.52 0.272
O -0.10 3.91 1.14 -0.699
```

Properties
total charge = -1
HOMO level = -2.874 eV

---

--- ii ---
# C5H11O3

A cluster of 2 separate species, C5H11O3 in total (the ωB97M-V functional and the def2-TZVPD basis, the OMol25 dataset).

The geometry in XYZ format:
```
19
Properties=species:S:1:pos:R:3:mulliken_charge:R:1
C 0.54 1.81 0.24 0.532
C 0.22 1.65 -1.26 -1.568
C -0.80 2.08 0.89 -1.254
O 1.25 0.91 0.89 -0.550
H 1.28 2.63 0.33 0.295
H -0.65 1.21 -1.52 0.403
H -1.34 1.12 0.82 0.220
H -0.89 2.42 1.84 0.425
H -1.33 2.86 0.33 0.327
H 1.07 0.00 0.67 0.338
H 0.90 1.01 -1.79 0.430
H 0.19 2.70 -1.66 0.373
C -0.44 -3.43 -0.14 -1.084
C 0.46 -2.24 0.27 0.790
O -0.23 -1.30 0.68 -0.773
O 1.68 -2.23 0.08 -0.748
H -0.35 -4.05 0.71 0.251
H -0.08 -3.90 -1.07 0.293
H -1.48 -3.24 -0.31 0.299
```

Properties
total charge = -1
HOMO level = -4.329 eV

---

--- iii ---
# C5H11O3

A cluster of 2 separate species, C5H11O3 in total (the ωB97M-V functional and the def2-TZVPD basis, the OMol25 dataset).

The geometry in XYZ format:
```
19
Properties=species:S:1:pos:R:3:mulliken_charge:R:1
C -1.45 1.51 -1.67 -0.241
C 0.06 1.31 -1.98 -0.853
C -1.84 1.07 -0.25 0.423
O -2.88 1.61 0.20 -0.750
O -1.14 0.29 0.46 -0.725
H -1.57 2.61 -1.59 0.202
H -2.16 0.87 -2.25 0.247
H 0.22 1.49 -3.05 0.353
H 0.33 0.31 -1.59 0.151
H 0.46 2.13 -1.40 0.249
C 1.46 -0.93 1.65 -0.396
C 1.03 -2.41 1.55 -0.927
O 1.32 -0.30 0.40 -0.609
H 0.90 -0.44 2.47 0.272
H 2.47 -0.74 2.08 0.353
H 0.05 -2.48 2.11 0.223
H 0.31 0.00 0.49 0.413
H 1.71 -3.23 1.82 0.320
H 0.75 -2.66 0.54 0.297
```

Properties
total charge = -1
HOMO level = -4.383 eV

---

What is the stability order? It is iii, ii, i, from most stable to least stable.

---

--- i ---
# C5H11O3

A cluster of 2 separate species, C5H11O3 in total (the ωB97M-V functional and the def2-TZVPD basis, the OMol25 dataset).

The geometry in XYZ format:
```
19
Properties=species:S:1:pos:R:3:mulliken_charge:R:1
C -1.82 -0.51 1.58 -0.203
C -0.34 -0.68 1.73 -0.917
O -2.32 0.46 2.55 -0.561
H -2.10 -0.08 0.64 0.262
H -2.43 -1.38 1.79 0.261
H 0.21 -1.15 0.91 0.278
H -1.99 0.20 3.41 0.282
H -0.06 -1.30 2.58 0.347
H 0.12 0.31 1.76 0.336
C 1.00 -0.23 -1.61 -0.091
C 1.26 0.98 -0.74 -1.104
C 0.91 0.25 -3.09 0.349
O 1.97 0.74 -3.54 -0.742
O -0.15 0.07 -3.72 -0.746
H 1.76 -1.01 -1.47 0.220
H 0.01 -0.65 -1.35 0.143
H 2.23 1.40 -0.98 0.389
H 1.17 0.78 0.32 0.233
H 0.55 1.82 -0.80 0.263
```

Properties
total charge = -1
HOMO level = -3.810 eV

---

--- ii ---
# C5H11O3

A cluster of 2 separate species, C5H11O3 in total (the ωB97M-V functional and the def2-TZVPD basis, the OMol25 dataset).

The geometry in XYZ format:
```
19
Properties=species:S:1:pos:R:3:mulliken_charge:R:1
C 0.66 -1.49 0.95 0.430
C 1.55 -0.50 1.66 -1.141
C -0.83 -1.31 1.23 -1.189
O 0.94 -1.48 -0.43 -0.644
H 1.07 -2.50 1.02 0.258
H 1.21 0.43 1.50 0.341
H -1.11 -1.76 2.16 0.403
H -1.22 -0.31 1.27 0.299
H -1.64 -1.71 0.48 0.269
H 0.38 -0.77 -1.00 0.404
H 2.56 -0.58 1.03 0.262
H 1.81 -0.80 2.77 0.264
C -0.41 2.36 -1.92 -0.882
C -1.30 1.15 -1.65 0.582
O -0.88 -0.09 -1.62 -0.768
O -2.46 1.44 -1.49 -0.652
H -0.23 2.94 -0.99 0.215
H -0.75 2.99 -2.80 0.260
H 0.61 2.00 -2.18 0.289
```

Properties
total charge = -1
HOMO level = -4.417 eV

---

What is the stability order? It is i, ii, from most stable to least stable.